The following is a DFT calculation (ωB97M-V/def2-TZVPD) of an isolated molecule of C13H8F7NOS at a distorted geometry.

Geometry as XYZ:
```
31
Properties=species:S:1:pos:R:3:lowdin_charge:R:1
C -2.381 -0.700 0.341 -0.06
C -1.404 0.388 0.085 -0.30
N -1.720 1.570 0.529 0.15
C -0.788 2.494 0.464 -0.25
C -1.119 3.751 0.986 0.03
C -0.161 4.814 1.065 0.04
C 1.103 4.599 0.487 -0.28
F 2.048 5.458 0.721 0.11
C 1.419 3.301 -0.021 0.07
C 0.523 2.264 -0.021 -0.11
C 0.804 0.995 -0.531 -0.24
O 2.082 0.617 -0.830 0.12
C -0.107 -0.049 -0.558 -0.36
S 0.072 -1.507 -1.534 1.10
C 1.155 -2.538 -0.456 -0.68
F 1.051 -2.150 0.835 0.08
F 2.469 -2.430 -0.841 0.05
C 0.917 -4.027 -0.559 -0.24
F 1.698 -4.830 0.169 0.09
C -0.522 -4.573 -0.348 -0.47
F -0.420 -5.929 -0.588 0.12
F -1.483 -4.101 -1.211 0.10
F -0.807 -4.310 0.963 0.14
H -3.366 -0.120 0.310 0.10
H -2.478 -1.415 -0.532 0.07
H -2.228 -1.194 1.302 0.09
H -2.065 3.855 1.399 0.09
H -0.528 5.661 1.564 0.10
H 2.411 3.138 -0.437 0.12
H 2.576 1.263 -1.150 0.03
H 1.246 -4.295 -1.601 0.19
```

- charge = 0
- electronic energy (eV) = -47004.740
- E_HOMO (eV) = -8.78
- energy above the lowest of the compared OMol25 structures with the same formula, charge and spin (kcal per mole) = 51.98
- SMILES = Cc1nc2ccc(F)cc2c(O)c1SC(F)(F)[C@@H](F)C(F)(F)F
- frontier orbital gap (eV) = 8.4